#i
Molecular formula: CH4I2Si
Method: DFT, wB97M-V/def2-TZVPD

As for the LUMO energy: 0.062 eV. The value obtained for the orbital gap is 9.5 eV. As for the SMILES: C[SiH](I)I. The calculation puts the HOMO energy at -0.3458 Ha.

Structure (ORCA input):
```
! wB97M-V def2-TZVPD RIJCOSX def2/J DEFGRID3
* xyz 0 1
C -1.2969 0.0401 0.5021
Si 0.7640 0.0353 -0.5888
I 1.8741 -2.1342 -0.0182
I 2.2358 1.8117 0.1144
H -1.1713 -0.6517 1.3653
H -1.2479 1.0268 0.9319
H -1.8456 -0.3393 -0.2917
H 0.6878 0.2113 -2.0149
*
```

***

#ii
Molecular formula: CH4I2Si
Method: DFT, wB97M-V/def2-TZVPD

As for the LUMO energy (spin up / spin down): -0.444 / -3.506 eV. The value obtained for the orbital gap (spin up / spin down) is 9.3 / 3.6 eV. The calculation puts the HOMO energy (spin up / spin down) at -0.3584 / -0.2596 Ha.

Structure (ORCA input):
```
! wB97M-V def2-TZVPD RIJCOSX def2/J DEFGRID3
* xyz 0 1
C 0.4803 -0.2357 -0.7582
Si 0.2878 -0.3529 1.1104
I 1.6589 -2.0607 2.2239
I -2.9869 3.4704 -0.9290
H 1.3420 -0.8067 -1.1005
H -0.4076 -0.6227 -1.2544
H 0.6038 0.7977 -1.0812
H -0.9783 -0.1893 1.7890
*
```

***

Which is less stable than every other structure shown? #ii is.